# 1
Below is 2 unconnected molecules or ions with the total composition C5H12NO2 in a non-equilibrium geometry, with properties calculated with ωB97M-V/def2-TZVPD.

```
20
Properties=species:S:1:pos:R:3
C -0.475 -1.368 0.974
H -1.104 -2.225 1.246
C -0.482 0.027 -1.193
O 2.537 -0.649 -1.330
C 0.278 0.868 1.806
H -2.110 -0.472 -0.006
H -1.140 1.907 -1.901
H 0.987 1.344 2.407
N -1.161 0.872 -2.172
C -0.137 -0.565 2.161
O -0.165 1.409 0.819
H 2.555 0.056 -1.936
H 0.644 -1.164 2.790
H -0.978 -0.465 2.968
H 0.573 0.075 -1.374
H 0.442 -1.874 0.659
H 3.508 -0.928 -1.289
H -0.608 1.002 -3.076
C -1.099 -0.624 -0.204
H -2.130 0.538 -2.463
```

Calculated values
Charge: +1
HOMO level, eV: -12.7


# 2
Below is 7 unconnected molecules or ions with the total composition C36H84N4O6S3 in a non-equilibrium geometry, with properties calculated with ωB97M-V/def2-TZVPD.

```
133
Properties=species:S:1:pos:R:3
H -3.803 20.435 -10.000
H -2.423 19.443 -11.843
C -7.671 18.028 -10.485
H -12.224 22.844 -5.451
H -4.972 22.504 -5.614
H -5.644 18.737 -10.554
N -8.474 25.911 -13.126
C -14.924 20.880 -9.371
H -3.716 19.189 -4.159
H -8.716 21.400 -11.032
H -11.609 12.964 -11.559
H -11.237 22.323 -10.192
H -9.301 12.398 -14.747
H -8.784 23.556 -11.613
H -8.195 17.359 -9.799
C -7.262 12.214 -12.732
H -6.654 22.055 -5.158
H -12.079 12.247 -10.041
H -7.534 25.681 -11.252
O -8.682 19.004 -12.693
H -14.489 23.484 -6.355
O -2.526 23.409 -9.520
H -2.173 21.408 -13.555
H -8.920 27.930 -12.947
O -4.621 18.297 -6.436
H -5.764 25.034 -12.388
H -13.746 24.376 -7.678
H -11.536 21.934 -7.725
H -11.004 16.258 -9.845
C -12.045 22.814 -9.650
H -6.431 15.393 -13.014
C -10.061 13.827 -9.714
H -1.801 23.182 -11.951
H -9.586 14.239 -16.548
H -9.252 27.212 -15.262
N -11.432 14.217 -9.921
H -7.568 25.162 -14.852
H -9.345 13.833 -7.650
C -12.446 23.694 -6.093
S -8.936 19.032 -11.278
H -15.973 20.793 -9.662
H -5.490 24.332 -13.893
H -14.297 20.807 -10.256
N -7.520 13.551 -14.880
H -2.118 20.778 -9.511
C -9.344 24.443 -11.305
S -3.344 22.651 -10.435
H -8.387 13.407 -17.509
H -9.987 12.741 -9.575
H -7.959 11.786 -15.814
O -10.212 18.630 -10.746
H -9.720 15.465 -8.280
C -2.887 21.407 -12.720
H -6.540 21.065 -9.471
H -8.287 14.615 -8.766
H -12.644 24.537 -5.428
H -8.864 15.123 -14.891
H -14.682 23.090 -9.340
H -6.505 11.704 -12.129
H -7.578 16.588 -13.287
H -9.037 26.556 -11.236
N -13.644 22.215 -7.746
H -11.554 23.981 -6.658
H -7.474 27.310 -15.505
C -9.135 13.261 -16.731
C -11.160 15.708 -11.934
H -4.834 21.552 -3.362
H -8.358 28.729 -14.986
C -11.560 15.563 -10.474
H -11.740 23.801 -9.295
H -7.551 13.014 -12.031
C -12.167 13.167 -10.621
C -2.863 20.908 -10.286
H -3.826 21.072 -13.150
H -7.173 27.636 -13.037
O -4.777 22.795 -10.429
H -10.235 24.394 -11.934
H -7.898 23.975 -13.543
H -9.949 12.633 -17.097
C -6.941 20.381 -10.221
C -8.115 14.701 -14.219
H -7.272 17.299 -11.193
C -7.555 24.981 -13.776
O -3.203 20.190 -7.229
C -2.803 22.827 -12.196
H -15.671 22.498 -8.104
H -6.214 11.998 -14.595
H -14.706 20.080 -8.668
C -8.524 12.655 -15.478
C -3.869 20.135 -4.664
C -8.547 25.687 -11.682
H -8.168 11.616 -12.804
H -12.605 15.850 -10.336
H -11.222 16.745 -12.265
C -7.102 15.750 -13.804
H -12.877 22.917 -10.343
H -11.798 15.094 -12.568
C -5.705 20.736 -6.603
H -6.639 20.184 -6.676
C -14.780 22.216 -8.672
H -3.010 20.792 -4.777
C -13.626 23.490 -7.035
S -4.251 19.689 -6.380
H -13.823 14.499 -11.241
H -14.164 13.397 -9.964
H -6.452 20.781 -11.116
H -12.412 20.924 -8.763
H -1.205 20.632 -11.609
C -6.076 25.137 -13.434
C -8.430 20.551 -10.421
H -8.934 20.424 -9.463
C -8.321 27.642 -14.902
C -6.543 18.912 -9.965
H -8.723 14.474 -13.322
H -5.813 20.114 -3.913
C -8.153 27.300 -13.404
C -6.652 12.799 -13.976
H -6.278 18.736 -8.923
C -12.376 21.967 -8.417
H -5.695 13.297 -13.793
H -14.072 12.699 -11.510
C -5.123 20.914 -4.191
C -13.615 13.487 -10.913
H -3.455 23.577 -12.630
H -10.105 15.448 -12.033
H -6.528 16.094 -14.663
H -9.460 13.903 -10.646
C -2.290 20.509 -11.651
C -5.661 21.685 -5.405
H -5.522 21.252 -7.545
C -9.348 14.472 -8.532
H -9.579 24.470 -10.247
H -5.664 26.089 -13.772
```

Calculated values
Charge: 0
HOMO level, eV: -7.9
SMILES: O=S1(=O)CCCC1.O=S1(=O)CCCC1.O=S1(=O)CCCC1.CCN(CC)CC.CCN(CC)CC.CCN(CC)CC.CCN(CC)CC


# 3
Below is 4 unconnected molecules or ions with the total composition C4H18NO3 in a non-equilibrium geometry, with properties calculated with ωB97M-V/def2-TZVPD.

```
26
Properties=species:S:1:pos:R:3
H 0.782 0.024 1.255
C -0.473 -0.534 -0.288
H -2.975 -0.248 3.680
O -3.175 -0.331 2.729
H -0.298 -1.520 0.153
N -0.034 0.515 0.783
H 1.409 2.414 -2.086
H -2.478 0.434 -0.757
H -0.130 -1.114 -2.318
H 2.232 -0.516 -2.389
C 1.776 -0.617 -1.396
H 2.328 0.142 -0.842
H -2.651 -0.505 0.569
O 2.189 -0.738 1.918
H 2.880 -0.419 1.354
C -1.988 -0.446 -0.307
H 2.039 -1.612 -1.045
H 0.057 0.570 -2.056
H -2.363 -1.309 -0.874
H 1.700 3.693 -1.260
H 2.141 -1.670 1.659
C 0.268 -0.402 -1.588
H -0.803 0.446 1.447
H 0.228 1.331 0.216
O 1.485 2.738 -1.193
H -4.145 -0.326 2.633
```

Calculated values
Charge: +1
HOMO level, eV: -15.0


# 4
Below is C8H15N3O5 in the gas phase in a non-equilibrium geometry, with properties calculated with ωB97M-V/def2-TZVPD.

```
31
Properties=species:S:1:pos:R:3
C 1.805 1.690 0.263
H 2.050 0.578 0.408
H 1.120 1.979 -3.061
O 1.700 3.485 -1.286
O 1.431 -2.605 0.911
H -3.587 -2.898 1.115
H -2.677 -2.943 -1.038
H -1.822 -0.301 -0.685
C -0.534 -1.244 0.512
H -0.657 1.322 2.824
H -2.569 -2.155 2.270
O 1.344 -1.457 -1.037
H -1.048 -3.327 0.712
N -1.016 -0.092 -0.114
C -2.876 -2.076 1.216
H 2.368 -2.813 0.662
H 2.566 2.346 0.841
O -1.802 -2.558 -0.952
C 0.806 -1.818 -0.012
H 0.952 1.224 2.843
H -0.270 -0.857 1.538
C 0.330 1.699 0.980
H 0.215 2.863 1.073
N 1.288 1.540 -2.129
C -1.598 -2.393 0.449
O -1.352 2.125 -0.566
C -0.809 1.259 0.078
N 0.140 0.982 2.306
H 1.233 0.531 -1.944
H -3.414 -1.062 1.075
C 1.558 2.314 -1.092
```

Calculated values
Charge: 0
HOMO level, eV: -9.4
SMILES: C[C@@H](O)[C@H](NC(=O)[C@@H](N)CC(N)=O)C(=O)O


# 5
Below is 3 unconnected molecules or ions with the total composition C19H22F16N3O2 in a non-equilibrium geometry, with properties calculated with ωB97M-V/def2-TZVPD.

```
62
Properties=species:S:1:pos:R:3
N -0.909 6.165 1.438
H 0.989 -6.397 1.791
C -0.215 2.659 5.058
H -0.803 2.577 6.041
F 2.686 -6.893 0.893
F -1.890 0.413 -3.692
H -0.312 -5.410 -3.694
F 1.363 -5.358 0.143
F 1.708 -1.625 -4.980
C 1.380 -6.543 0.779
H -1.177 6.936 0.807
H -0.382 -1.883 -2.270
F -2.686 1.428 -1.956
H 1.788 2.030 6.024
H 1.939 2.820 1.414
F 0.043 1.340 -1.737
C 0.855 -0.774 -4.365
F -2.337 -5.003 -2.150
C 1.311 2.325 5.022
C -0.034 6.618 2.519
N -0.699 6.924 3.820
H -1.355 -6.794 0.610
H -2.068 3.915 1.460
C -0.163 3.176 2.416
C 0.599 -7.638 0.045
C -2.022 0.311 -2.360
F 0.135 -3.717 -2.736
C -0.048 -5.063 -2.693
F 0.453 0.567 -6.289
C 0.956 0.604 -5.032
C -1.141 -5.431 -1.682
N 1.281 6.828 2.438
H -1.395 -8.334 -0.180
H -1.095 2.865 0.315
C 1.353 2.798 2.401
F 1.144 -5.604 -2.374
H 1.996 0.934 -5.083
C -0.683 0.197 -1.624
H 0.763 -1.280 -1.125
H 0.823 4.999 0.690
F 0.666 -8.767 0.811
O 1.234 -0.761 -3.003
H 3.239 2.128 3.711
H -0.617 5.219 -0.456
H -1.592 7.396 3.554
H 1.633 7.310 1.587
F -0.954 0.062 -0.290
C -0.900 -7.359 -0.208
H -2.660 -0.550 -2.142
F 0.259 1.548 -4.362
F -0.365 -1.332 -4.481
F -0.981 -4.831 -0.485
C -0.956 3.104 3.771
H -2.077 3.360 3.760
O -1.273 -6.824 -1.490
F 1.187 -7.956 -1.132
C 2.129 2.387 3.689
C -0.323 5.033 0.648
H 1.986 6.504 3.123
C -0.993 3.646 1.139
C 0.207 -1.000 -2.025
H -0.996 5.997 4.179
```

Calculated values
Charge: +1
HOMO level, eV: -11.7


# 6
Below is C6H8N2S in the gas phase in a non-equilibrium geometry, with properties calculated with ωB97M-V/def2-TZVPD.

```
17
Properties=species:S:1:pos:R:3
C 0.791 -0.696 1.837
C -1.857 1.597 -0.456
N 0.868 1.164 -2.411
C 0.299 -1.990 -1.014
H -1.388 1.784 -1.427
C 0.891 0.228 -1.759
C 1.025 -0.785 -0.776
S -1.654 -0.045 0.433
N -0.235 -2.990 -1.124
H -1.499 2.413 0.101
H 2.069 -1.052 -0.460
H 0.382 -0.540 2.775
H 0.357 1.124 0.600
H 0.849 -1.696 1.749
C 0.171 0.068 0.634
H 1.846 -0.314 1.933
H -2.916 1.731 -0.635
```

Calculated values
Charge: 0
HOMO level, eV: -9.3
SMILES: CS[C@@H](C)C(C#N)C#N


| no. | frontier orbital gap (eV) | energy (hartree) |
| --- | --- | --- |
| 1 | 9.12 | -402.6186 |
| 2 | 8.14 | -3286.9373 |
| 3 | 12.32 | -443.4368 |
| 4 | 9.81 | -854.3101 |
| 5 | 6.55 | -2649.3590 |
| 6 | 9.91 | -741.0436 |